No. 1
Here is C31H47Cl2N5O2P2PtS as an isolated structure from the OMol25 dataset. Energies are from ωB97M-V/def2-TZVPD.

Structure (ORCA input):
```
! RIJCOSX wB97M-V def2-TZVPD def2/J DEFGRID3
* xyz 2 1
Pt 0.41307 0.36758 0.31342
C -1.77053 3.12579 1.88032
C -0.45316 3.65404 1.30787
C -0.60822 5.12899 0.92427
P 0.11555 2.65631 -0.13987
C 1.35509 3.61079 -1.07149
C 2.52102 3.99745 -0.15543
C 1.83861 2.79663 -2.27227
C -1.34960 2.43860 -1.17998
C -1.77224 3.31302 -2.15648
C -2.84377 2.99767 -3.00261
C -3.30114 3.95142 -4.06085
C -3.44522 1.74725 -2.86221
C -3.04612 0.85768 -1.88507
C -2.02796 1.21538 -0.98734
N -1.55152 0.37293 0.02507
C -2.35647 -0.63445 0.53708
C -3.76068 -0.52591 0.55093
C -4.53104 -1.58465 0.96823
C -3.94406 -2.78925 1.36778
C -4.78030 -3.95427 1.79740
C -2.55039 -2.85076 1.43501
C -1.74241 -1.77539 1.10078
P 0.05079 -1.69203 1.43679
C 0.08630 -1.37422 3.26435
C -0.54403 -2.50656 4.07335
C -0.54857 -0.03034 3.61401
C 0.58562 -3.43615 1.15901
C 1.92779 -3.88253 1.73219
C 0.47507 -3.79957 -0.32135
H -1.96437 3.62268 2.83100
H -1.75823 2.05275 2.06546
H -2.60067 3.35549 1.21005
H 0.33190 3.54206 2.06169
H -1.34261 5.24650 0.12376
H 0.32287 5.59801 0.61651
H -0.98530 5.67679 1.78858
H 0.84557 4.51521 -1.41802
H 3.11951 3.12085 0.07843
H 2.20091 4.44699 0.78411
H 3.15326 4.72232 -0.66849
H 2.27306 1.85366 -1.93292
H 2.61163 3.35717 -2.79948
H 1.03685 2.57479 -2.97739
H -1.25556 4.25442 -2.30169
H -2.71417 4.86717 -4.06043
H -4.34888 4.21491 -3.90665
H -3.22756 3.49409 -5.04886
H -4.22822 1.45520 -3.55088
H -3.49697 -0.12185 -1.84470
H -4.23329 0.40548 0.27462
H -5.60874 -1.48386 0.98896
H -5.79980 -3.87095 1.42687
H -4.82644 -4.00738 2.88787
H -4.35458 -4.89320 1.44421
H -2.10711 -3.76367 1.81037
H 1.15471 -1.33127 3.47636
H -1.59393 -2.65675 3.81998
H -0.50571 -2.23938 5.13071
H -0.01156 -3.45053 3.96068
H -1.62673 -0.03829 3.43549
H -0.10356 0.79466 3.05258
H -0.39350 0.17369 4.67397
H -0.18276 -3.98676 1.70875
H 2.76214 -3.48191 1.16286
H 1.96388 -4.97226 1.68261
H 2.07085 -3.58356 2.76841
H 1.29879 -3.34602 -0.87524
H -0.46609 -3.48092 -0.77239
H 0.55997 -4.88071 -0.43716
C 4.72982 -3.01826 -3.26784
C 3.30203 -2.62921 -3.25592
N 2.36433 -3.11130 -4.00599
N 1.24034 -2.44829 -3.61747
C 1.45379 -1.56069 -2.64948
S 0.22435 -0.54335 -2.02075
N 2.77734 -1.66409 -2.40585
N 3.44718 -0.93149 -1.43706
H 4.86819 -3.81358 -3.99486
H 5.04865 -3.37705 -2.28811
H 5.35937 -2.17138 -3.54345
H 0.36058 -2.64337 -4.06867
H 4.01724 -0.21001 -1.86793
H 4.04330 -1.54548 -0.88935
Cl 5.14926 1.42995 0.24140
C 4.61299 0.21642 1.41156
Cl 5.54699 -1.27791 1.20252
C 3.10365 -0.10141 1.34538
O 2.72775 -1.13984 1.84963
O 2.36259 0.79242 0.79700
H 4.84920 0.59690 2.40174
*
```

Output
LUMO level (spin up / spin down): -8.44 / -8.44 eV
Highest occupied orbital energy (spin up / spin down): -13.034 / -13.033 eV
Kohn-Sham gap (spin up / spin down): 4.6 / 4.6 eV
Energy relative to the best compared isomer or geometry (same formula, charge and spin): 0.000 eV
Energy: -102147.98532 eV

Atom charges from the Mulliken analysis, given in e for atoms 1 to 8:
1 Pt 2.6080
2 C -1.3709
3 C 0.7514
4 C -1.4857
5 P -0.6745
6 C 0.5643
7 C -1.4122
8 C -1.2541

---

No. 2
Here is a 5-piece molecular cluster, C31H47ClNO19S5 overall in a non-equilibrium geometry from the OMol25 dataset. Energies are from ωB97M-V/def2-TZVPD.

Structure (ORCA input):
```
! RIJCOSX wB97M-V def2-TZVPD def2/J DEFGRID3
* xyz -1 1
C 6.42996 7.58421 2.82888
C 6.47810 6.38728 1.68309
C 7.48927 6.49251 0.36264
C 7.52443 5.32152 -0.79833
C 6.49307 4.03942 -0.58403
C 5.46486 3.89665 0.72449
C 4.49657 2.57279 0.73709
C 4.89972 1.42624 1.83694
C 6.45523 0.95413 1.44773
C 6.94857 -0.38714 2.25255
C 7.16972 -1.70991 1.25339
C 8.72184 -2.31853 1.36891
S 9.18895 -3.44295 -0.05859
O 9.94007 -2.68538 -1.21892
O 10.25456 -4.45785 0.51200
Cl 7.59958 -4.60389 -0.76007
C 4.00960 0.05715 1.69041
C 2.39198 0.28840 1.55798
C 1.58804 0.39780 2.98646
N 1.08087 -0.97388 3.37231
C -0.42858 -1.06870 3.37034
C -1.15904 -0.54117 2.00103
C -0.95016 -1.13261 0.48644
C -1.75200 -0.45652 -0.81570
C -2.80429 0.82545 -0.66310
C -3.01735 1.39367 0.87834
C -2.21145 0.73886 2.17950
O -2.50445 1.36388 3.50729
C 5.45107 5.08967 1.89058
H 6.07267 8.55886 2.25705
H 5.55079 7.32551 3.58660
H 7.45745 7.77584 3.35931
H 8.19757 7.42188 0.22188
H 8.18247 5.33585 -1.76677
H 6.48596 3.19299 -1.42481
H 4.35790 2.08376 -0.33273
H 3.40941 2.96250 1.03878
H 6.52392 0.68725 0.28639
H 7.22093 1.82708 1.72028
H 6.30110 -0.65239 3.20620
H 8.03856 -0.14800 2.67664
H 6.93209 -1.47304 0.13122
H 6.47148 -2.60948 1.60339
H 9.49307 -1.42794 1.37219
H 8.84303 -2.95966 2.35903
H 4.18430 -0.58204 2.68159
H 4.44673 -0.53349 0.75795
H 2.06967 1.20768 0.90879
H 1.96447 -0.67210 0.99413
H 0.76971 1.23770 2.94900
H 2.38873 0.76542 3.79052
H 1.54148 -1.74623 2.84311
H -0.70112 -2.22030 3.51924
H -0.83506 -0.48078 4.30309
H -0.23320 -2.04070 0.29375
H -1.61777 -0.86290 -1.92886
H -3.37769 1.28560 -1.60352
H -3.77459 2.28677 1.01589
H -1.90144 2.16346 3.55514
H 4.71036 5.03470 2.82380
C 4.65533 -6.69088 0.21586
C 3.54935 -7.41007 -0.55179
O 2.46310 -7.51140 0.36613
S 2.48338 -6.21531 1.35616
O 1.54761 -5.24007 0.84199
O 2.46104 -6.68357 2.72241
O 3.99209 -5.70594 1.00655
H 5.17579 -7.37666 0.89215
H 5.38117 -6.21862 -0.45153
H 3.85721 -8.40037 -0.89574
H 3.21346 -6.81581 -1.40816
C -7.31682 -0.61925 -2.40497
C -7.84451 0.63840 -3.09022
O -7.91665 1.62203 -2.06063
S -6.72575 1.34688 -0.98060
O -5.61605 2.21690 -1.30115
O -7.31233 1.27230 0.33726
O -6.34517 -0.16236 -1.46563
H -8.11175 -1.12967 -1.85170
H -6.86299 -1.31639 -3.11441
H -8.82564 0.48414 -3.54558
H -7.14280 0.99663 -3.85089
C -9.61133 3.82017 -6.22071
C -8.26910 4.34370 -6.72476
O -7.42643 3.19626 -6.80266
S -8.33635 1.89499 -7.17567
O -8.24235 1.67238 -8.60142
O -8.07890 0.86230 -6.19911
O -9.79206 2.55736 -6.85935
H -9.58861 3.65453 -5.13877
H -10.43625 4.49384 -6.46760
H -7.83787 5.09429 -6.05812
H -8.36278 4.76287 -7.73216
C -9.17157 -2.19158 1.50234
C -9.86977 -3.54565 1.40893
O -9.16354 -4.26070 0.39764
S -7.59809 -3.80324 0.42042
O -6.85444 -4.77747 1.18788
O -7.22100 -3.39804 -0.91375
O -7.78170 -2.46712 1.33638
H -9.48676 -1.52874 0.69003
H -9.35086 -1.70002 2.46229
H -10.92672 -3.45219 1.14838
H -9.77426 -4.10377 2.34632
*
```

Output
LUMO level: 0.80 eV
Highest occupied orbital energy: -2.186 eV
Kohn-Sham gap: 3.0 eV
Energy: -139972.00749 eV

Atom charges from the Mulliken analysis, given in e for atoms 1 to 8:
1 C -0.8990
2 C 0.5388
3 C -0.3921
4 C -0.4406
5 C -0.3892
6 C 0.3509
7 C -0.6240
8 C -0.5917

---

The lowest energy belongs to which entry?
C31H47ClNO19S5